A cluster of 12 separate species, C16H56N24O19P2 in total. Source: the Open Molecules 2025 dataset; level of theory: the ωB97M-V functional and the def2-TZVPD basis.

XYZ file:
```
117
Properties=species:S:1:pos:R:3
N -4.993 4.526 -5.416
C -5.069 4.793 -3.929
O -6.089 5.851 -3.839
C -5.620 3.566 -2.943
O -6.062 2.344 -3.249
N -5.414 4.238 -1.574
C -3.922 4.634 -1.585
C -3.455 5.803 -0.486
O -3.418 7.158 -1.072
O -4.386 7.910 -0.628
P -3.139 2.957 -0.977
P -4.192 2.380 0.883
O -4.168 3.657 1.840
O -3.359 1.040 1.693
O -5.822 1.841 0.584
C -3.620 5.022 -3.152
O -2.764 3.987 -3.754
H -5.708 3.803 -5.688
H -5.254 5.429 -5.894
H -7.014 5.511 -4.022
H -6.082 5.023 -1.360
H -2.331 5.555 -0.175
H -4.180 5.862 0.444
H -5.177 7.729 -1.227
H -1.767 3.148 -0.570
H -3.427 0.214 1.126
H -5.859 0.902 0.233
H -3.151 6.059 -3.424
H -1.831 4.012 -3.374
N -1.723 -0.474 3.863
C -0.719 -1.188 3.324
N 0.138 -1.712 4.219
O -0.594 -1.347 2.120
H -1.842 -0.331 4.852
H -2.390 -0.061 3.224
H 0.908 -2.257 3.855
H 0.052 -1.592 5.214
N 3.544 -2.527 2.105
C 4.303 -2.612 3.212
N 5.620 -2.757 2.977
O 3.836 -2.563 4.339
H 3.910 -2.566 1.169
H 2.547 -2.417 2.238
H 6.227 -2.826 3.783
H 6.023 -2.800 2.056
N 7.080 -2.804 -1.366
C 7.839 -2.890 -0.259
N 9.156 -3.035 -0.495
O 7.372 -2.841 0.867
H 7.447 -2.843 -2.303
H 6.083 -2.695 -1.234
H 9.763 -3.103 0.311
H 9.560 -3.078 -1.415
N 1.865 7.109 1.528
C 0.691 6.720 1.000
N -0.020 7.708 0.426
O 0.301 5.563 1.038
H 2.203 8.057 1.506
H 2.431 6.396 1.969
H -0.910 7.457 0.017
H 0.284 8.666 0.385
N 2.808 1.589 -0.987
C 2.362 2.858 -0.959
N 1.311 3.063 -0.144
O 2.869 3.750 -1.620
H 2.403 0.840 -0.450
H 3.597 1.391 -1.588
H 0.944 4.004 -0.094
H 0.880 2.341 0.408
N -6.007 7.159 -9.862
C -5.248 7.073 -8.755
N -3.931 6.929 -8.991
O -5.715 7.123 -7.628
H -5.641 7.120 -10.798
H -7.004 7.269 -9.729
H -3.324 6.860 -8.184
H -3.527 6.886 -9.911
N -8.126 11.415 -6.338
C -7.818 10.365 -7.120
N -6.511 10.046 -7.139
O -8.656 9.751 -7.761
H -7.450 11.933 -5.803
H -9.099 11.688 -6.296
H -6.237 9.262 -7.716
H -5.806 10.540 -6.618
N 3.397 -6.587 3.275
C 2.222 -6.977 2.747
N 1.512 -5.989 2.174
O 1.833 -8.133 2.786
H 3.735 -5.640 3.253
H 3.963 -7.300 3.717
H 0.622 -6.240 1.764
H 1.816 -5.031 2.132
N 6.014 -6.970 0.360
C 6.028 -8.236 -0.093
N 5.060 -9.021 0.413
O 6.852 -8.640 -0.898
H 5.343 -6.619 1.023
H 6.726 -6.345 0.005
H 5.034 -9.982 0.098
H 4.372 -8.707 1.077
N 0.927 -8.623 5.502
C 1.628 -8.977 6.594
N 0.916 -8.990 7.735
O 2.814 -9.264 6.553
H -0.049 -8.383 5.516
H 1.426 -8.601 4.622
H 1.406 -9.251 8.581
H -0.061 -8.757 7.789
N 5.609 -12.950 6.732
C 4.353 -13.415 6.860
N 3.398 -12.468 6.809
O 4.100 -14.600 7.011
H 5.837 -11.978 6.607
H 6.357 -13.630 6.765
H 2.439 -12.776 6.901
H 3.587 -11.488 6.685
```

The value obtained for the LUMO energy is -0.210 eV. Its SMILES is N[C@@]1(O)C(=O)N[C@@](COO)(PP(=O)(O)O)[C@H]1O.NC(N)=O.NC(N)=O.NC(N)=O.NC(N)=O.NC(N)=O.NC(N)=O.NC(N)=O.NC(N)=O.NC(N)=O.NC(N)=O.NC(N)=O. The value obtained for the total energy is -4069.9214 hartree. As for the HOMO energy: -8.830 eV.

---

An isolated molecule of C4H5NO2. Source: the Open Molecules 2025 dataset; level of theory: the ωB97M-V functional and the def2-TZVPD basis.

XYZ file:
```
12
Properties=species:S:1:pos:R:3
C -1.763 1.065 -0.327
O -0.423 1.324 -0.834
C 0.598 0.460 -0.239
N 0.581 1.563 0.414
O 2.050 -1.087 1.528
C 1.689 -1.550 0.459
C 0.922 -0.820 -0.529
H -1.752 0.167 0.293
H -2.058 1.939 0.253
H -2.394 0.935 -1.207
H 1.912 -2.604 0.192
H 0.593 -1.257 -1.463
```

The value obtained for the LUMO energy is 0.408 eV. The value obtained for the total energy is -360.4703 hartree. Its energy relative to the best compared isomer or geometry (same formula, charge and spin) is 522.8 kJ/mol. As for the HOMO energy: -8.821 eV.

---

An isolated molecule of C2H2ClNO2. Source: the Open Molecules 2025 dataset; level of theory: the ωB97M-V functional and the def2-TZVPD basis.

XYZ file:
```
8
Properties=species:S:1:pos:R:3
C 1.184 -0.357 -0.023
C -0.139 -0.543 0.079
Cl -1.164 -1.868 -0.028
N -0.900 0.734 -0.026
O -0.343 1.832 -0.002
O -2.110 0.632 0.004
H 2.050 -1.128 0.199
H 1.421 0.697 -0.202
```

The value obtained for the LUMO energy is -0.826 eV. Its SMILES is C=C(Cl)[N+](=O)[O-]. The value obtained for the total energy is -742.6912 hartree. Its energy relative to the best compared isomer or geometry (same formula, charge and spin) is 381.7 kJ/mol. As for the HOMO energy: -10.654 eV.

---

A structure of composition C18H22N2O5S2Y. Source: the Open Molecules 2025 dataset; level of theory: the ωB97M-V functional and the def2-TZVPD basis.

XYZ file:
```
50
Properties=species:S:1:pos:R:3
Y 1.210 -0.581 -0.873
C -4.255 0.545 4.580
C -3.521 -0.016 3.396
C -2.437 0.664 2.842
C -1.757 0.158 1.749
C -2.160 -1.053 1.201
C -3.245 -1.747 1.725
C -3.914 -1.222 2.819
S -1.319 -1.763 -0.147
O -0.990 -0.640 -1.110
O -2.124 -2.797 -0.704
N 0.129 -2.235 0.288
C 0.716 -1.944 1.551
C 0.269 -2.423 2.773
C 0.946 -2.015 3.906
C 2.042 -1.163 3.794
C 2.437 -0.759 2.538
N 1.790 -1.152 1.431
H -3.796 1.470 4.923
H -4.247 -0.167 5.406
H -5.298 0.752 4.341
H -2.125 1.610 3.266
H -0.930 0.727 1.338
H -3.565 -2.678 1.279
H -4.762 -1.760 3.224
H -0.581 -3.089 2.816
H 0.629 -2.361 4.881
H 2.585 -0.823 4.664
H 3.287 -0.104 2.395
C 4.009 0.322 -0.872
C 3.186 1.473 -0.292
O 3.689 2.424 0.235
O 1.867 1.294 -0.433
H 5.069 0.560 -0.857
H 3.734 0.111 -1.913
H 3.896 -0.590 -0.266
O 1.218 -0.403 -3.068
S 0.043 0.164 -3.921
C 0.013 1.939 -3.555
C 0.468 2.677 -4.818
C 1.448 1.753 -5.534
C 0.753 0.397 -5.547
H 0.718 2.070 -2.728
H -0.986 2.188 -3.203
H 0.903 3.637 -4.545
H -0.389 2.881 -5.463
H 2.393 1.688 -4.993
H 1.671 2.085 -6.547
H 1.373 -0.479 -5.734
H -0.092 0.374 -6.239
```

The value obtained for the LUMO energy is -2.789 eV. The value obtained for the total energy is -2019.4612 hartree. Its energy relative to the best compared isomer or geometry (same formula, charge and spin) is 49.8 kJ/mol. Its total charge is +1. As for the HOMO energy: -12.256 eV.

---

A cluster of 10 separate species, C31H41IN10O7 in total. Source: the Open Molecules 2025 dataset; level of theory: the ωB97M-V functional and the def2-TZVPD basis.

XYZ file:
```
90
Properties=species:S:1:pos:R:3
C 4.795 -6.138 3.737
C 4.124 -4.721 3.443
C 4.730 -3.941 2.200
O 5.183 -4.602 1.251
O 4.696 -2.504 2.224
C 3.700 -2.027 1.264
C 3.237 -0.526 1.524
C 1.950 -0.368 2.439
C 1.127 0.793 2.375
O 1.465 1.853 1.465
N 1.885 2.909 2.284
O 2.952 2.692 2.747
C -0.146 0.914 3.341
O -0.679 2.027 3.592
C -0.830 -0.348 4.025
C -2.302 -0.375 4.613
C -3.345 -1.181 3.687
O -3.696 -0.388 2.521
C -0.017 -1.519 4.090
I -0.679 -3.414 4.902
C 1.479 -1.447 3.531
O 2.296 -2.252 4.014
H 5.932 -6.099 3.871
H 4.386 -6.479 4.760
H 4.493 -6.959 2.994
H 2.996 -4.850 3.254
H 4.231 -4.079 4.392
H 2.840 -2.765 1.190
H 4.229 -2.056 0.239
H 4.090 0.063 2.023
H 3.087 -0.020 0.505
H -2.709 0.648 4.915
H -2.247 -0.978 5.595
H -4.309 -1.294 4.304
H -2.996 -2.233 3.437
H -4.171 0.389 2.898
C -1.612 3.288 0.466
C -2.526 4.323 -0.111
N -3.243 5.135 -0.564
H -2.129 2.329 0.526
H -0.730 3.178 -0.166
H -1.299 3.586 1.468
C -3.087 4.876 -4.358
C -4.043 4.150 -5.252
N -4.793 3.579 -5.954
H -3.292 4.628 -3.315
H -2.063 4.590 -4.597
H -3.196 5.953 -4.495
C -1.307 -5.405 1.138
C -0.230 -4.377 1.276
N 0.616 -3.568 1.383
H -0.873 -6.405 1.186
H -2.033 -5.292 1.946
H -1.815 -5.283 0.180
C 0.787 -3.181 -1.940
C -0.234 -4.253 -2.156
N -1.036 -5.095 -2.325
H 1.580 -3.267 -2.684
H 0.319 -2.199 -2.031
H 1.221 -3.278 -0.944
C -2.533 -1.270 -0.090
C -1.616 -0.653 -1.098
N -0.896 -0.169 -1.891
H -2.216 -2.293 0.121
H -2.512 -0.693 0.834
H -3.552 -1.286 -0.477
C 1.568 5.174 -5.076
C 0.489 4.640 -4.188
N -0.361 4.220 -3.494
H 2.520 5.175 -4.543
H 1.659 4.552 -5.964
H 1.329 6.194 -5.379
C 0.017 9.703 -4.967
C -0.773 8.486 -5.333
N -1.394 7.532 -5.620
H 1.071 9.545 -5.201
H -0.347 10.564 -5.528
H -0.085 9.904 -3.900
C -3.619 -6.687 6.621
C -3.413 -5.822 5.417
N -3.251 -5.142 4.473
H -3.314 -6.150 7.520
H -4.672 -6.958 6.706
H -3.023 -7.596 6.530
C 1.919 3.269 -9.187
C 2.237 4.580 -8.539
N 2.486 5.608 -8.030
H 2.792 2.616 -9.151
H 1.092 2.787 -8.664
H 1.637 3.430 -10.228
```

The value obtained for the LUMO energy is -1.616 eV. Its SMILES is CCC(=O)OCCC1=C(ON=O)C(=O)C(CCO)=C(I)C1=O.CC#N.CC#N.CC#N.CC#N.CC#N.CC#N.CC#N.CC#N.CC#N. The value obtained for the total energy is -2577.4228 hartree. As for the HOMO energy: -9.585 eV.

---

no.,strongest force on any atom (eV/A)
1,8.936
2,0.522
3,2.887
4,1.328
5,4.029